1.
180
Properties=species:S:1:pos:R:3 method="wB97M-V/def2-TZVPD" smiles="CCOP(=O)(OCC)OCC.CCOP(=O)(OCC)OCC.CCOP(=O)(OCC)OCC.CCOP(=O)(OCC)OCC.CCOP(=O)(OCC)OCC.CCOP(=O)(OCC)OCC.CN(C)C=O.CN(C)C=O" spin_multiplicity=1 e_above_lowest_kj_mol=475.7 orbital_gap_ev=9.6
C 7.0266 -1.6770 -4.3446
C 6.8351 -0.7563 -5.7014
O 6.2421 -1.5559 -6.7695
P 4.6693 -2.0396 -6.7270
O 3.6806 -1.0882 -6.0964
O 4.8720 -3.4073 -5.8646
C 3.9324 -4.4399 -5.8317
C 3.2863 -4.2274 -4.4833
O 4.2217 -2.5077 -8.2797
C 4.3065 -1.6944 -9.3901
C 2.9056 -1.0257 -9.7153
H 7.6373 -1.0893 -3.6592
H 6.0596 -1.9259 -3.9074
H 7.5576 -2.6245 -4.4365
H 6.1673 0.0883 -5.5317
H 7.7619 -0.4401 -6.1803
H 3.2375 -4.3179 -6.6626
H 4.5644 -5.3267 -5.7854
H 2.9052 -3.2238 -4.2947
H 2.4334 -4.9058 -4.4622
H 3.9469 -4.4754 -3.6526
H 5.1155 -0.9844 -9.2179
H 4.7701 -2.1970 -10.2389
H 2.9240 -0.4333 -10.6301
H 2.3086 -1.8780 -10.0397
H 2.3916 -0.4648 -8.9348
C 6.8396 1.8436 7.0506
C 7.7913 2.8197 7.7268
O 8.1263 2.3848 9.0655
P 9.7147 2.1049 9.5184
O 10.4500 1.1088 8.7297
O 10.3571 3.5841 9.4871
C 11.7071 3.7713 9.3447
C 12.6114 3.4075 10.5756
O 9.6704 1.9373 11.1492
C 9.0130 0.7863 11.6993
C 9.9590 -0.4277 11.7433
H 7.1714 0.8133 6.9224
H 5.9408 1.7837 7.6643
H 6.5173 2.1911 6.0691
H 8.7618 2.9438 7.2463
H 7.3898 3.8272 7.8352
H 12.0445 3.3628 8.3921
H 11.6132 4.8369 9.1354
H 12.5288 2.4103 11.0079
H 13.6403 3.5234 10.2351
H 12.5668 4.1153 11.4034
H 8.6596 0.9265 12.7208
H 8.0532 0.5451 11.2424
H 9.5360 -1.4208 11.8948
H 10.3638 -0.5469 10.7383
H 10.7444 -0.1530 12.4475
C -5.7504 -5.7471 0.0211
C -5.2589 -6.3332 1.3794
O -5.4822 -5.4320 2.3963
P -5.4237 -5.9227 3.9341
O -4.0953 -6.4811 4.3566
O -5.9945 -4.7551 4.8210
C -5.5728 -3.4009 4.5928
C -6.4424 -2.3639 5.2757
O -6.6464 -7.0546 3.9999
C -7.2190 -7.2893 5.3414
C -6.2921 -8.3645 6.0251
H -6.8377 -5.8207 0.0034
H -5.5600 -4.6826 -0.1151
H -5.2430 -6.2276 -0.8154
H -5.8461 -7.2433 1.5017
H -4.2026 -6.5458 1.2145
H -4.5394 -3.4473 4.9363
H -5.5211 -3.1093 3.5438
H -7.5068 -2.5774 5.1776
H -6.2543 -2.4051 6.3485
H -6.4590 -1.4057 4.7565
H -7.4141 -6.4707 6.0341
H -8.2515 -7.6334 5.2825
H -5.7266 -7.8431 6.7974
H -6.7795 -9.2421 6.4499
H -5.5530 -8.8631 5.3981
C -1.6918 -5.7007 -12.5810
C -2.6535 -6.6094 -13.4689
O -3.0806 -5.6525 -14.4382
P -3.6912 -6.1107 -15.8400
O -4.4776 -7.3246 -15.7665
O -4.4462 -4.7590 -16.4288
C -3.8052 -3.6501 -16.9789
C -2.4820 -3.2095 -16.2710
O -2.4413 -6.2547 -16.8697
C -2.7813 -6.7695 -18.0890
C -1.5516 -6.4885 -18.9886
H -0.9261 -5.1627 -13.1398
H -2.0622 -4.8930 -11.9498
H -1.0953 -6.3289 -11.9194
H -2.1056 -7.2946 -14.1157
H -3.4504 -7.1464 -12.9544
H -3.5650 -3.9098 -18.0099
H -4.5023 -2.8242 -17.1203
H -2.6872 -3.1861 -15.2007
H -1.6416 -3.8601 -16.5133
H -2.2397 -2.1619 -16.4496
H -3.1656 -7.7855 -17.9986
H -3.5919 -6.2828 -18.6314
H -0.7286 -7.1823 -18.8171
H -1.8277 -6.8860 -19.9653
H -1.2482 -5.4467 -19.0918
C 0.3802 -3.0357 1.3764
C -0.5990 -2.4656 0.4110
O -0.4096 -1.0741 0.2372
P -1.5345 -0.3747 -0.7111
O -2.9673 -0.3485 -0.1793
O -1.3024 -1.0896 -2.1717
C -1.4459 -0.2157 -3.3564
C -1.6348 -1.1181 -4.5555
O -0.9806 1.1699 -0.7707
C 0.4028 1.4782 -0.9447
C 0.8725 1.7345 0.4978
H 0.2992 -4.1087 1.5503
H 1.4284 -2.8159 1.1734
H 0.3563 -2.4491 2.2948
H -0.5019 -2.9535 -0.5588
H -1.6125 -2.5530 0.8026
H -2.2854 0.4063 -3.0457
H -0.5185 0.3351 -3.5139
H -0.9683 -1.9427 -4.3027
H -2.6239 -1.5543 -4.6949
H -1.2092 -0.5469 -5.3805
H 0.9286 0.6125 -1.3476
H 0.5827 2.3777 -1.5335
H 0.3794 2.7028 0.5832
H 0.6943 0.9626 1.2465
H 1.9446 1.8873 0.3738
C -0.0463 8.2208 10.3679
C 0.2266 8.4770 8.8738
O 0.6729 9.7584 8.5965
P 2.2286 10.2525 8.3901
O 3.2623 9.2636 8.7254
O 2.2093 10.4681 6.7996
C 2.2664 9.2936 6.0786
C 2.0629 9.7802 4.6479
O 2.2857 11.7190 9.1416
C 2.2015 11.9333 10.5413
C 2.5462 13.4066 10.9664
H 0.8721 7.8853 10.8496
H -0.6140 9.0504 10.7893
H -0.6354 7.3304 10.5875
H 0.9564 7.7587 8.5003
H -0.6080 8.3818 8.1791
H 3.3017 8.9528 6.0910
H 1.4762 8.6163 6.4025
H 2.9197 10.3934 4.3688
H 1.8214 8.9173 4.0273
H 1.0824 10.2436 4.5385
H 1.1921 11.6813 10.8666
H 2.8545 11.3061 11.1482
H 3.2148 13.3995 11.8273
H 3.0979 14.0191 10.2533
H 1.7771 14.0590 11.3800
C -9.8816 -2.7447 0.4975
N -9.8974 -1.6767 -0.5563
C -9.3844 -0.3957 -0.0791
C -9.9065 -1.9937 -1.8516
O -10.1331 -3.1323 -2.3072
H -8.9205 -2.7506 1.0117
H -10.1776 -3.7210 0.1138
H -10.5949 -2.4064 1.2491
H -9.1804 0.3326 -0.8640
H -10.2211 0.1121 0.4007
H -8.5342 -0.6496 0.5541
H -9.7279 -1.2424 -2.6364
C -5.4854 6.8096 3.2712
N -5.2981 5.4824 4.0918
C -4.6578 4.3486 3.3547
C -5.9064 5.4369 5.3193
O -5.6349 4.5386 6.1779
H -5.8277 7.6144 3.9218
H -6.2600 6.7597 2.5060
H -4.5133 7.0752 2.8558
H -5.3109 3.8212 2.6594
H -3.6802 4.6695 2.9951
H -4.3352 3.5291 3.9969
H -6.5492 6.2743 5.6318

=====

2.
202
Properties=species:S:1:pos:R:3 method="wB97M-V/def2-TZVPD" spin_multiplicity=1 e_above_lowest_kj_mol=0.0 orbital_gap_ev=8.0
K -1.6107 2.8161 4.7317
K -3.4960 -0.1729 4.9123
N 1.1813 2.5253 8.3295
S 1.5042 3.2805 7.0687
O 0.4133 3.7189 6.1659
O 2.8663 3.0973 6.5679
F 1.6593 4.6381 7.8851
S 0.8292 1.1429 7.5194
O 2.0076 0.3892 7.1525
O -0.1751 1.2266 6.4805
F 0.1832 0.3694 8.7763
N -1.4902 0.7529 3.1168
S -0.0140 0.6541 2.5064
O 0.5255 1.8704 1.9209
O 0.4040 -0.5724 1.8831
F 0.7318 0.6561 3.8913
S -2.2741 0.3699 1.6434
O -3.1520 -0.8388 1.6665
O -1.7238 0.8119 0.3680
F -3.4127 1.5048 1.8526
C -1.2714 4.1926 0.4835
C -0.1725 4.1184 -0.4565
O 0.8104 5.0936 -0.1433
P 1.3411 6.1623 -1.2563
O 1.2726 5.6243 -2.5970
O 0.5179 7.5272 -0.8988
C -0.8100 7.6469 -1.4696
C -1.1844 9.0930 -1.3496
O 2.8928 6.5437 -0.7677
C 3.7860 7.5155 -1.4350
C 5.2430 7.4127 -1.0510
H -1.8930 5.0785 0.3531
H -1.9341 3.3522 0.2771
H -1.0165 4.1127 1.5403
H 0.2801 3.1390 -0.3011
H -0.5885 4.2076 -1.4600
H -0.8820 7.2471 -2.4811
H -1.5030 7.1735 -0.7741
H -0.5688 9.6341 -2.0681
H -2.2518 9.0504 -1.5662
H -1.0424 9.5412 -0.3662
H 3.6785 7.2901 -2.4960
H 3.3897 8.4979 -1.1780
H 5.8334 8.0662 -1.6932
H 5.3099 7.6697 0.0061
H 5.3544 6.3383 -1.1970
C -2.6600 -6.6876 3.4485
C -1.1340 -6.7781 3.5560
O -0.7191 -7.0427 2.2487
P 0.8264 -6.9480 1.8056
O 1.8709 -7.5560 2.7078
O 0.8815 -7.6504 0.3653
C -0.1259 -7.3013 -0.5347
C -0.9674 -8.5478 -0.9945
O 1.0261 -5.4408 1.3615
C 2.2328 -4.9875 0.7485
C 2.0464 -3.5122 0.2670
H -3.0958 -7.6106 3.0661
H -3.0716 -6.5359 4.4464
H -3.0221 -5.8857 2.8051
H -0.6611 -5.9177 4.0295
H -0.9030 -7.6194 4.2094
H -0.8145 -6.6602 0.0157
H 0.3528 -6.6764 -1.2886
H -1.1063 -9.2449 -0.1682
H -1.9562 -8.4334 -1.4388
H -0.3610 -9.0078 -1.7748
H 3.0272 -4.9152 1.4914
H 2.6309 -5.5477 -0.0976
H 1.0859 -3.4752 -0.2470
H 2.1223 -2.8411 1.1225
H 2.7913 -3.3027 -0.5007
C -7.3374 1.5962 -7.7809
C -6.3403 2.4591 -6.9197
O -6.1676 1.8277 -5.6473
P -5.6395 2.7665 -4.3786
O -6.4878 3.9652 -4.2122
O -5.5849 1.8056 -3.1319
C -4.4249 1.1265 -2.8467
C -4.7357 0.2360 -1.5858
O -4.1362 3.1087 -4.7337
C -3.6278 4.4463 -4.8304
C -2.4341 4.8051 -3.7363
H -8.3685 1.9189 -7.6362
H -6.9347 1.6083 -8.7937
H -7.2161 0.5700 -7.4340
H -5.3019 2.5479 -7.2389
H -6.7168 3.4493 -6.6632
H -4.0573 0.4828 -3.6458
H -3.5693 1.7902 -2.7214
H -4.9365 0.7624 -0.6527
H -5.4141 -0.5578 -1.8985
H -3.7961 -0.2866 -1.4065
H -3.0364 4.4375 -5.7460
H -4.3120 5.2860 -4.9517
H -1.9955 5.7865 -3.9167
H -2.9105 4.8793 -2.7588
H -1.5967 4.1162 -3.6250
C -6.5885 -3.6422 -0.2844
C -5.9924 -2.7865 0.7603
O -6.5026 -1.5085 0.6992
P -6.9389 -0.7178 2.0522
O -5.9422 -0.7781 3.1237
O -7.4811 0.8382 1.4997
C -7.9330 1.7568 2.4373
C -6.7351 2.4418 3.0243
O -8.3455 -1.5564 2.3884
C -8.7933 -1.7793 3.7211
C -9.6735 -3.0091 3.9936
H -7.6232 -3.8847 -0.0423
H -6.5506 -3.1494 -1.2559
H -6.0898 -4.6089 -0.2136
H -6.0580 -3.2338 1.7521
H -4.9119 -2.7192 0.6333
H -8.6352 2.4570 1.9848
H -8.5944 1.2093 3.1088
H -6.1564 2.9952 2.2847
H -6.9659 3.2303 3.7406
H -6.1036 1.7728 3.6089
H -7.9085 -1.7838 4.3576
H -9.1854 -0.7946 3.9754
H -9.1147 -3.8904 3.6787
H -9.8681 -3.1233 5.0600
H -10.5450 -2.9369 3.3430
C 5.8639 -1.7514 0.2976
C 6.0962 -3.1467 0.8103
O 6.6713 -2.9768 2.0934
P 5.8277 -3.2683 3.3843
O 5.2054 -4.6158 3.3976
O 6.9588 -2.9770 4.5589
C 8.1337 -3.7310 4.6928
C 8.8781 -3.1774 5.8984
O 4.6891 -2.0549 3.6398
C 4.9889 -0.8377 4.3567
C 4.5303 0.3683 3.6011
H 5.4871 -1.7126 -0.7244
H 5.2323 -1.0593 0.8545
H 6.8546 -1.3092 0.1924
H 5.1828 -3.7406 0.8428
H 6.6782 -3.7489 0.1126
H 7.8324 -4.7709 4.8190
H 8.6404 -3.5856 3.7387
H 9.8692 -3.6286 5.8499
H 8.8477 -2.0984 5.7472
H 8.4513 -3.3806 6.8806
H 4.5119 -0.9111 5.3340
H 6.0522 -0.7764 4.5887
H 4.3193 1.2392 4.2217
H 5.1166 0.6146 2.7158
H 3.5213 0.1387 3.2585
C -1.8571 -3.5133 0.0113
C -2.3788 -3.7979 -1.3714
O -1.2412 -3.8689 -2.2824
P -0.9067 -2.6053 -3.2609
O -2.1200 -2.1472 -4.0253
O -0.2470 -1.5381 -2.2165
C -0.2953 -0.1519 -2.4560
C 0.8460 0.5590 -1.7395
O 0.3441 -3.0938 -4.2463
C 1.3741 -3.9404 -3.7759
C 1.6418 -5.0531 -4.7933
H -1.1514 -4.2011 0.4771
H -1.3427 -2.5610 -0.1183
H -2.7048 -3.3705 0.6814
H -2.8779 -4.7641 -1.2972
H -3.0796 -3.0710 -1.7821
H -0.0905 0.0777 -3.5017
H -1.2656 0.2930 -2.2352
H 1.6979 -0.0990 -1.5676
H 1.1371 1.4152 -2.3480
H 0.5613 0.9504 -0.7629
H 2.3434 -3.4492 -3.6901
H 1.2185 -4.4622 -2.8317
H 0.8919 -5.8321 -4.6552
H 1.6671 -4.7873 -5.8500
H 2.5908 -5.5392 -4.5668
C 4.9848 4.3275 -5.0372
C 4.5798 4.1326 -3.5808
O 5.7099 4.1678 -2.7139
P 6.1010 2.9654 -1.7048
O 7.1455 3.2594 -0.6784
O 4.5992 2.6398 -1.0742
C 4.3890 1.3994 -0.5099
C 3.2292 1.4012 0.4702
O 6.3454 1.6839 -2.7345
C 7.6494 1.3942 -3.1726
C 7.7060 -0.0997 -3.1340
H 4.1443 4.0009 -5.6496
H 5.3544 5.3001 -5.3622
H 5.7449 3.6158 -5.3592
H 3.8717 4.8992 -3.2661
H 3.9361 3.2597 -3.4726
H 4.3556 0.6959 -1.3418
H 5.2413 1.0464 0.0706
H 2.9771 0.3451 0.5662
H 3.3573 1.8049 1.4745
H 2.4740 2.0021 -0.0366
H 7.8085 1.8574 -4.1463
H 8.3968 1.6620 -2.4257
H 7.4405 -0.4793 -2.1473
H 7.0417 -0.5077 -3.8957
H 8.6903 -0.4992 -3.3784